1.
{"formula": "C22H16ClCoN5O3", "method": "ωB97M-V/def2-TZVPD", "e_above_lowest_kj_mol": 0.0, "multiplicity": 4, "e_homo_ev": [-8.13, -8.17], "homo_lumo_gap_ev": [7.467, 7.474], "total_energy_ha": -3190.474746, "species": ["Co", "Cl", "O", "O", "O", "N", "N", "N", "N", "N", "C", "C", "C", "C", "C", "C", "C", "C", "C", "C", "C", "C", "C", "C", "C", "C", "C", "C", "C", "C", "C", "C", "H", "H", "H", "H", "H", "H", "H", "H", "H", "H", "H", "H", "H", "H", "H", "H"], "coordinates": [[0.299303, 0.213538, -0.548264], [5.282971, 1.268149, 1.747996], [0.038653, 0.590105, 1.404249], [-1.037064, 1.839405, -0.729411], [-0.679558, -0.411209, 3.283888], [0.898477, 0.455179, -2.422274], [2.064307, -0.861955, -6.438929], [-0.978676, -1.373108, -0.082737], [2.251317, -0.608471, 0.064519], [-0.556125, 2.802038, -5.832917], [-0.567470, -0.323422, 2.076378], [0.861563, 0.625167, -3.572668], [2.995372, 0.233459, 0.781266], [-2.511768, -3.396185, 1.030066], [-2.908687, -4.297204, -1.256131], [-1.912957, -3.153060, -3.128202], [-1.048959, 2.953260, -0.229779], [2.849939, -1.582442, -0.624252], [5.004902, -0.865522, 0.096746], [0.815855, 0.815407, -4.934929], [0.188779, 3.565612, 0.341467], [-1.347218, -2.226435, -2.302341], [-2.332681, 3.719448, -0.166413], [0.065918, 1.912076, -5.445615], [-1.176839, -1.433937, 1.216197], [4.223013, -1.748694, -0.628427], [-2.333805, -3.349561, -0.373731], [-1.942369, -2.449011, 1.822747], [-1.549951, -2.310076, -0.905124], [4.375383, 0.134293, 0.812755], [-2.703535, -4.201663, -2.600631], [1.504480, -0.099596, -5.779628], [-2.046179, -2.426137, 2.897244], [6.083412, -0.946919, 0.111169], [1.020801, 2.867899, 0.318497], [-2.903051, 3.320373, 0.676489], [0.434982, 4.458778, -0.238713], [-0.746932, -1.420134, -2.701271], [0.002045, 3.885527, 1.368266], [-2.170516, 4.782620, -0.003004], [-1.756110, -3.081935, -4.196634], [-3.512291, -5.095587, -0.841666], [-3.108399, -4.193124, 1.458666], [-2.910670, 3.552716, -1.072999], [2.201719, -2.240391, -1.190424], [-3.145597, -4.926368, -3.271104], [2.464301, 0.975436, 1.365340], [4.671075, -2.550104, -1.198236]], "forces_ev_per_a": [[0.0, -0.1, 0.2], [0.0, 0.0, 0.0], [-0.1, -0.1, 0.2], [-0.1, 0.0, -0.2], [-0.1, 0.1, 0.0], [0.0, 0.1, 0.0], [0.0, 0.0, 0.0], [0.0, 0.1, 0.0], [0.0, 0.2, -0.3], [0.0, 0.0, 0.0], [0.4, -0.1, -0.1], [0.0, 0.0, -0.2], [-0.1, -0.1, 0.1], [-0.1, -0.1, 0.0], [0.0, 0.0, 0.1], [-0.1, -0.1, 0.0], [0.2, -0.1, 0.0], [0.0, 0.0, 0.0], [0.1, 0.0, 0.0], [0.0, 0.0, -0.1], [-0.1, 0.1, 0.0], [0.0, 0.0, 0.1], [0.0, 0.1, 0.0], [0.1, -0.2, 0.1], [-0.2, 0.0, 0.0], [-0.1, 0.0, 0.0], [-0.1, -0.1, 0.0], [0.1, 0.1, 0.0], [0.2, 0.2, 0.0], [0.0, 0.1, 0.1], [0.1, 0.1, -0.1], [-0.1, 0.1, 0.1], [0.0, 0.0, 0.0], [0.0, 0.0, 0.0], [0.0, 0.0, 0.0], [0.0, 0.0, 0.0], [0.0, 0.0, 0.0], [0.0, 0.0, 0.0], [0.0, 0.0, 0.0], [0.0, 0.0, 0.0], [0.0, 0.0, 0.0], [0.0, 0.0, 0.0], [0.0, 0.0, 0.0], [0.0, 0.0, 0.0], [0.0, 0.0, 0.0], [0.0, 0.0, 0.0], [0.0, 0.0, 0.0], [0.0, 0.0, 0.0]]}

***

2.
{"formula": "C5H9NO", "method": "ωB97M-V/def2-TZVPD", "e_above_lowest_kj_mol": 607.3, "multiplicity": 1, "e_homo_ev": [-9.82, -9.87], "homo_lumo_gap_ev": [8.776, 8.821], "total_energy_ha": -325.706229, "species": ["O", "N", "C", "C", "C", "C", "C", "H", "H", "H", "H", "H", "H", "H", "H", "H"], "coordinates": [[-0.598972, -0.754953, -1.397386], [-0.214863, 1.399887, 2.830666], [-0.658270, 0.276492, -0.451894], [2.599680, -0.286413, 1.999682], [-0.236251, -0.346964, 0.873608], [-0.237884, 0.626208, 1.970172], [-0.949953, -0.321237, -2.686915], [-0.902963, -1.176894, 1.125546], [0.781071, -0.750395, 0.771064], [2.807009, 0.797936, 2.125355], [-0.870115, -1.185259, -3.349674], [-1.981875, 0.061097, -2.713680], [0.023050, 1.101250, -0.718191], [2.389384, -0.604739, 3.044175], [-1.676084, 0.693729, -0.379666], [-0.272964, 0.470255, -3.042860]], "forces_ev_per_a": [[0.0, -0.1, 0.0], [0.0, -0.7, -0.8], [0.0, 0.2, 0.2], [0.1, 0.3, 0.5], [0.0, 0.0, 0.0], [0.0, 0.6, 0.7], [-0.1, 0.1, -0.3], [0.1, 0.1, 0.0], [-0.2, 0.0, 0.0], [0.0, -0.2, -0.1], [0.0, 0.1, 0.1], [0.1, -0.1, 0.0], [-0.1, -0.1, 0.0], [0.1, -0.1, -0.2], [0.1, -0.1, 0.0], [-0.1, -0.1, 0.1]]}

***

3.
{"formula": "C5H4MnNO5", "method": "ωB97M-V/def2-TZVPD", "e_above_lowest_kj_mol": 107.6, "multiplicity": 5, "total_charge": 2, "e_homo_ev": [-18.17, -19.22], "homo_lumo_gap_ev": [8.342, 7.207], "total_energy_ha": -1774.002664, "species": ["Mn", "O", "O", "O", "O", "O", "N", "C", "C", "C", "C", "C", "H", "H", "H", "H"], "coordinates": [[0.032944, 0.180275, -0.357317], [-1.271593, -2.066971, -1.835779], [1.659845, -1.649230, 1.319921], [1.054971, 1.490896, -3.610960], [-1.501882, 2.049451, -2.095681], [-2.116071, -0.324277, 1.683775], [0.928684, 1.682173, 0.815657], [-0.612388, -1.251896, -1.330638], [-0.748274, 1.473669, -1.435681], [-1.294101, -0.103882, 0.867382], [1.379868, -0.932834, 0.419848], [1.340645, 0.821543, -2.745035], [1.839125, 2.045841, 0.515145], [1.105178, 1.447624, 1.819873], [1.582828, -0.292854, -0.899324], [0.329220, 2.519772, 0.858813]], "forces_ev_per_a": [[5.4, 2.1, -0.3], [3.0, 3.8, 2.4], [-0.3, 3.3, -4.8], [0.6, -1.1, 1.2], [3.3, -2.2, 2.6], [4.7, 1.4, -4.9], [0.9, 1.2, 1.7], [-4.7, -8.1, -5.3], [-6.4, 5.6, -4.8], [-7.9, -2.2, 8.5], [0.9, -4.2, 5.5], [0.1, 1.2, -2.1], [-0.1, 0.0, -0.1], [-0.2, 0.2, -0.8], [0.3, -0.8, 1.1], [0.2, -0.2, 0.1]]}

***

4.
{"formula": "C2H2N3O", "method": "ωB97M-V/def2-TZVPD", "e_above_lowest_kj_mol": 289.0, "multiplicity": 3, "total_charge": 1, "e_homo_ev": [-13.40, -18.16], "homo_lumo_gap_ev": [7.594, 8.457], "total_energy_ha": -316.402204, "species": ["O", "N", "N", "N", "C", "C", "H", "H"], "coordinates": [[2.158627, 0.171380, 0.539183], [0.680495, -1.962752, 0.009240], [1.772161, -1.940678, 0.207078], [-0.274985, 0.108705, 0.065006], [-0.476288, -1.098118, -0.009373], [1.249473, 0.821756, 0.219820], [-1.440989, -1.588396, -0.076143], [1.083404, 1.873865, 0.004270]], "forces_ev_per_a": [[-1.0, 1.3, -0.2], [-4.7, 2.4, -0.5], [2.7, -2.2, 0.2], [3.2, 5.4, 0.3], [0.5, -7.5, 0.2], [-0.7, 0.5, 0.3], [0.0, 0.1, -0.2], [0.1, 0.0, -0.1]]}

***

5.
{"formula": "C22H24N4O4", "method": "ωB97M-V/def2-TZVPD", "e_above_lowest_kj_mol": 22.2, "multiplicity": 1, "smiles": "COCCn1c(=O)[nH]c2cc(C(=O)N3CCN(c4ccccc4)CC3)ccc2c1=O", "e_homo_ev": -8.14, "homo_lumo_gap_ev": 8.201, "total_energy_ha": -1372.793020, "species": ["O", "O", "O", "O", "N", "N", "N", "N", "C", "C", "C", "C", "C", "C", "C", "C", "C", "C", "C", "C", "C", "C", "C", "C", "C", "C", "C", "C", "C", "C", "H", "H", "H", "H", "H", "H", "H", "H", "H", "H", "H", "H", "H", "H", "H", "H", "H", "H", "H", "H", "H", "H", "H", "H"], "coordinates": [[-6.614098, -0.422722, 0.448289], [-3.294766, 2.504614, 0.319258], [2.747335, -1.410864, 2.265118], [-3.547287, -1.726015, -1.322796], [4.345759, 0.441154, -0.725573], [3.452107, -1.813322, 0.161317], [-3.454845, 0.368100, -0.455873], [-1.515725, 1.147777, 0.583868], [3.337517, 1.357312, -0.457415], [5.162930, -0.102606, 0.346319], [-4.819339, 0.653787, -0.881998], [-0.864594, -0.043826, 0.394375], [-0.885437, -2.294763, -0.481395], [0.415953, -2.473353, -0.067889], [-2.907973, -0.877895, -0.735332], [2.165490, 1.424952, -1.220017], [-5.933645, -1.566741, 0.910850], [1.201065, 2.382471, -0.966809], [2.521921, 3.253921, 0.811751], [1.358138, 3.294389, 0.061125], [3.499415, 2.315085, 0.551787], [4.173241, -0.537036, -1.771992], [-1.533065, -1.076496, -0.269531], [-2.791662, 1.417354, 0.160351], [-5.817527, 0.719882, 0.293799], [0.440675, -0.235804, 0.837603], [4.826973, -1.598619, 0.565461], [3.283065, -1.703050, -1.271463], [2.490259, -1.551545, 1.084744], [1.084394, -1.434006, 0.584090], [5.169065, -0.907813, -2.032026], [2.234130, -1.517606, -1.500215], [4.408042, 2.344953, 1.132313], [-5.270058, 0.940329, 1.222114], [4.962084, 0.435920, 1.269678], [6.223233, 0.012587, 0.092665], [-1.019178, 1.914466, 1.019762], [5.468441, -2.251887, -0.029728], [0.919251, -3.413590, -0.233401], [-5.363649, -1.344853, 1.822291], [0.310856, 2.404729, -1.579557], [4.922755, -1.859619, 1.619070], [3.585039, -2.643713, -1.746448], [-5.257724, -1.975289, 0.153700], [2.677945, 3.970798, 1.604600], [0.955169, 0.550489, 1.368079], [-5.119917, -0.135528, -1.572873], [-4.807586, 1.616260, -1.396098], [-6.526041, 1.529912, 0.111860], [0.598631, 4.035026, 0.261437], [-6.700805, -2.304831, 1.136696], [-1.431401, -3.078919, -0.982982], [3.752142, -0.074268, -2.663388], [1.982398, 0.731301, -2.024784]], "forces_ev_per_a": [[-0.2, 0.0, -0.1], [-0.2, 0.3, 0.0], [0.0, 0.2, 0.2], [0.1, -0.1, -0.1], [0.1, 0.0, -0.2], [0.2, -0.2, 0.0], [-0.1, 0.0, -0.1], [0.1, 0.3, 0.2], [-0.1, 0.2, -0.1], [0.2, 0.0, 0.1], [-0.5, 0.1, 0.0], [0.0, -0.7, -0.2], [-0.1, 0.2, 0.0], [0.0, 0.0, 0.0], [0.0, -0.1, -0.1], [0.1, -0.1, -0.2], [0.0, -0.1, 0.0], [0.0, 0.1, 0.0], [0.0, 0.0, 0.1], [-0.2, 0.1, 0.0], [0.1, 0.0, 0.1], [-0.1, 0.0, 0.0], [0.4, 0.0, 0.2], [0.4, 0.0, 0.1], [0.1, 0.2, -0.1], [0.0, -0.2, 0.0], [0.1, 0.0, 0.3], [-0.1, 0.1, -0.3], [-0.1, -0.1, 0.0], [-0.4, 0.2, 0.2], [-0.1, 0.0, -0.1], [0.1, 0.0, 0.0], [0.1, 0.0, 0.0], [-0.1, 0.0, -0.1], [0.0, 0.0, -0.1], [0.0, 0.0, 0.1], [-0.2, 0.0, -0.1], [0.0, 0.0, 0.0], [0.1, -0.1, 0.0], [0.0, 0.0, 0.0], [-0.1, 0.0, 0.0], [0.1, 0.0, -0.2], [-0.1, 0.1, 0.0], [0.0, 0.0, 0.1], [0.0, 0.1, 0.1], [0.1, 0.1, 0.1], [0.1, 0.2, 0.1], [0.0, -0.1, 0.0], [0.1, 0.0, 0.0], [-0.1, 0.1, 0.0], [0.1, 0.0, 0.1], [-0.1, -0.1, 0.0], [0.1, -0.1, 0.0], [0.0, -0.1, 0.0]]}